A single C31H46O2 molecule, computed with ωB97M-V/def2-TZVPD.

```
79
Properties=species:S:1:pos:R:3:forces:R:3
C -1.4270 0.0125 2.7572 0.06 -0.01 0.04
C -1.2111 1.1577 1.8184 -0.49 0.06 0.14
C -2.2099 1.9570 1.3872 0.02 -0.33 0.42
C -1.9704 3.0882 0.4625 0.07 0.20 -0.13
O -2.8530 3.8745 0.1683 0.17 -0.27 0.10
C -0.6084 3.2112 -0.0975 0.49 0.15 -0.24
C -0.3523 4.1632 -1.0785 -0.11 -0.04 0.07
C 0.9180 4.2950 -1.6121 -0.06 0.00 0.01
C 1.9463 3.4812 -1.1625 0.01 -0.04 0.03
C 1.7035 2.5372 -0.1804 -0.08 -0.07 0.09
C 0.4283 2.3911 0.3554 0.20 0.40 -0.36
C 0.1925 1.3801 1.4058 0.26 0.03 -0.01
O 1.1152 0.7565 1.9036 -0.29 0.22 -0.16
H 2.4927 1.8993 0.1860 0.08 -0.07 0.04
H 2.9391 3.5851 -1.5747 0.09 0.00 -0.04
H 1.1069 5.0339 -2.3765 0.01 0.06 -0.06
H -1.1657 4.7916 -1.4099 -0.05 0.04 -0.01
C -3.6519 1.7635 1.7643 -0.06 -0.02 -0.05
C -4.3621 1.1599 0.5827 -0.02 0.03 0.09
C -4.8883 -0.0520 0.4570 -0.18 -0.04 0.10
C -4.9690 -1.0860 1.5403 0.09 0.25 0.03
H -6.0162 -1.3135 1.7428 -0.06 -0.08 0.03
H -4.4909 -2.0114 1.2184 0.03 -0.12 -0.02
H -4.5081 -0.7590 2.4671 0.04 -0.04 0.12
C -5.5502 -0.4522 -0.8434 0.13 0.21 -0.25
H -5.9158 -1.4775 -0.7617 -0.08 -0.03 -0.02
H -6.4201 0.1931 -0.9986 -0.06 -0.11 0.04
C -4.6586 -0.3470 -2.0874 -0.08 -0.28 -0.01
C -3.5923 -1.4387 -2.1903 -0.01 0.25 0.20
H -4.0793 -2.4019 -2.0145 0.00 -0.08 -0.05
H -3.2108 -1.4535 -3.2150 0.04 -0.09 -0.06
C -2.3919 -1.3077 -1.2402 0.06 -0.24 -0.34
C -1.5360 -0.1016 -1.6143 -0.19 -0.12 0.23
H -1.1240 -0.2208 -2.6144 0.08 -0.01 -0.15
H -0.7143 0.0209 -0.9158 0.14 0.07 0.02
H -2.1234 0.8133 -1.5904 -0.03 0.16 -0.02
C -1.5908 -2.6181 -1.2845 -0.16 0.11 0.39
C -0.5693 -2.8314 -0.1598 0.09 0.08 -0.35
C 0.8182 -2.2421 -0.4214 0.04 -0.33 0.26
H 0.8145 -1.1711 -0.2256 0.06 0.13 -0.08
H 1.0732 -2.3918 -1.4734 0.01 0.07 -0.12
C 1.9088 -2.8893 0.4404 0.14 0.11 -0.09
C 1.7041 -2.5783 1.9217 0.01 -0.12 -0.22
H 0.7947 -3.0483 2.2884 -0.11 -0.02 0.11
H 1.6269 -1.5064 2.0806 -0.02 0.09 0.09
H 2.5394 -2.9559 2.5077 0.08 -0.06 0.13
C 3.3121 -2.4761 -0.0294 -0.26 0.09 0.08
C 3.5799 -0.9720 -0.0081 0.31 -0.33 -0.02
H 3.3164 -0.5742 0.9705 -0.10 0.13 0.04
H 2.9534 -0.4795 -0.7549 -0.08 0.11 0.02
C 5.0452 -0.6676 -0.3148 -0.35 0.35 -0.10
H 5.6810 -1.1487 0.4323 0.11 -0.07 0.02
H 5.2942 -1.1030 -1.2865 0.07 -0.07 -0.02
C 5.3647 0.8314 -0.3508 0.30 -0.18 0.09
C 6.7387 1.0623 -0.9785 -0.31 0.06 -0.01
H 6.7679 0.6798 -1.9966 0.06 -0.04 -0.11
H 6.9754 2.1240 -1.0045 0.10 0.11 -0.02
H 7.5080 0.5548 -0.4001 0.13 -0.06 0.07
C 5.3273 1.4476 1.0463 -0.16 -0.02 -0.28
H 5.5163 2.5182 0.9954 0.03 0.12 0.06
H 4.3632 1.2954 1.5239 -0.12 0.01 0.13
H 6.0921 0.9956 1.6748 0.11 -0.05 0.10
H 4.6142 1.3277 -0.9779 -0.03 -0.01 -0.01
H 4.0462 -2.9715 0.6116 0.08 -0.06 -0.01
H 3.4665 -2.8480 -1.0464 0.06 -0.05 -0.03
H 1.8417 -3.9777 0.3099 -0.04 0.04 -0.03
H -0.9720 -2.4302 0.7711 -0.07 -0.05 0.15
H -0.4500 -3.9102 -0.0251 0.00 -0.02 0.10
H -2.3097 -3.4408 -1.2305 -0.01 -0.01 -0.08
H -1.0882 -2.6969 -2.2513 0.01 -0.06 -0.13
H -2.7633 -1.1609 -0.2231 0.03 -0.06 0.07
H -4.1953 0.6379 -2.1286 -0.04 0.11 -0.07
H -5.3061 -0.4352 -2.9639 0.02 0.10 -0.02
H -4.4068 1.8320 -0.2639 -0.04 0.04 -0.18
H -3.7521 1.1559 2.6592 0.03 0.02 0.03
H -4.0883 2.7495 1.9473 0.03 -0.08 0.11
H -1.8815 0.3501 3.6877 -0.06 -0.03 0.06
H -0.4702 -0.4504 2.9860 -0.06 -0.05 0.03
H -2.0820 -0.7301 2.3058 -0.10 -0.10 -0.01
```
Positions in Å, forces in eV/Å.

The energy relative to the best compared isomer or geometry (same formula, charge and spin) is 6.9 kcal/mol. As for the HOMO-LUMO gap: 7.69 eV. The structure (SMILES) is CC1=C(C/C=C(\C)CCC[C@H](C)CCC[C@H](C)CCCC(C)C)C(=O)c2ccccc2C1=O. The LUMO energy is -1.22 eV. Its spin multiplicity is 1.

16 unconnected molecules or ions with the total composition C42H59N18O4P in a non-equilibrium geometry, computed with ωB97M-V/def2-TZVPD.

```
124
Properties=species:S:1:pos:R:3:forces:R:3
C 1.8747 2.6556 3.5593 -0.07 0.67 1.62
O 2.1640 1.5128 2.6777 -1.65 1.38 -1.10
C 1.6049 1.6879 1.3297 0.77 0.67 -1.14
C 0.8568 0.3725 0.7025 0.63 -0.87 -1.33
C 0.5771 0.7387 -0.9059 -1.16 0.89 -8.35
N 0.3524 0.9457 -2.1724 1.98 -1.74 11.95
C 1.8094 -1.0025 0.7101 2.51 -3.62 0.11
C 2.4520 -1.6322 2.0654 0.50 -0.99 -1.09
C 3.4071 -2.9864 2.1643 -2.49 1.83 -5.59
C 3.5985 -3.6861 0.6559 -2.50 3.82 1.37
C 2.8387 -2.9257 -0.5676 0.31 0.16 1.90
N 2.0229 -1.6796 -0.6009 2.07 -1.85 4.90
C -0.6151 0.0340 1.3394 0.78 -2.21 -0.13
C -0.6918 0.0609 2.9760 -0.90 -0.31 0.79
C -0.9556 -1.5390 0.8840 -1.27 -8.49 -2.57
N -1.1520 -2.7914 0.5254 1.77 12.05 3.47
P -2.0545 1.0940 0.6511 -7.19 -0.08 3.11
O -3.2999 0.8360 1.6424 5.11 0.66 -3.67
O -2.6361 0.5407 -0.9338 2.81 3.32 2.47
O -1.7390 2.8097 0.7035 1.00 -3.29 0.20
H 2.8413 2.9398 4.1983 -1.98 -0.84 -1.64
H 1.0547 2.3568 4.3690 1.57 0.57 -1.81
H 1.5439 3.6341 3.0091 0.61 -2.14 0.89
H 0.8634 2.5957 1.2175 1.38 -1.75 0.53
H 2.5245 1.9385 0.6126 -2.04 -0.70 1.34
H 2.2153 -1.0658 3.0846 0.69 -1.26 -2.52
H 3.8619 -3.4206 3.1507 -1.04 1.08 -2.10
H 4.2382 -4.6804 0.5199 -1.65 2.63 0.16
H 2.9620 -3.4685 -1.6262 -0.41 1.57 2.55
H -0.6707 1.1530 3.4084 -0.10 -2.06 -1.08
H -1.7232 -0.4555 3.2822 2.26 1.37 -0.84
H 0.1454 -0.5436 3.5266 -1.37 1.12 -1.55
H -2.3231 1.2638 -1.5581 -0.41 -1.30 0.48
H -1.3375 3.0129 1.6078 -1.01 -0.29 -1.38
C 4.3467 -6.9435 3.6585 0.74 0.69 -0.84
C 5.0839 -6.0321 2.6907 4.00 4.66 -4.98
N 5.6955 -5.2761 1.8880 -4.49 -6.09 6.46
H 4.4584 -6.5705 4.6803 -0.04 0.05 -0.24
H 3.2835 -6.9745 3.4049 0.17 0.10 0.05
H 4.7560 -7.9559 3.6023 0.01 0.21 -0.11
C 1.1469 -3.2814 5.7650 0.93 -1.30 0.08
C 2.0689 -4.4778 5.9358 5.30 -6.43 1.01
N 2.8337 -5.4703 6.0774 -5.92 8.17 -0.94
H 0.1247 -3.6221 5.5786 0.47 -0.08 0.07
H 1.1587 -2.6693 6.6710 0.00 -0.24 -0.14
H 1.4790 -2.6726 4.9196 0.08 -0.17 0.04
C -3.1150 -0.1965 6.1451 0.75 -0.97 0.15
C -2.1929 -1.3929 6.3159 4.99 -6.48 0.93
N -1.4282 -2.3854 6.4575 -6.57 8.18 -1.00
H -4.1371 -0.5372 5.9587 0.23 -0.05 0.01
H -3.1031 0.4155 7.0511 0.08 -0.19 -0.11
H -2.7828 0.4123 5.2997 -0.02 -0.15 0.10
C -4.5770 5.5510 0.7720 0.74 -0.37 1.05
C -3.8240 5.1927 2.0429 4.05 -1.96 6.87
N -3.1995 4.8954 3.0972 -4.82 2.29 -8.37
H -5.6535 5.5507 0.9638 0.42 -0.05 0.09
H -4.2767 6.5447 0.4284 0.02 -0.20 0.12
H -4.3547 4.8211 -0.0113 0.08 0.10 0.22
C 0.7538 -5.5456 1.5436 -0.02 -0.36 1.21
C 0.7549 -5.9324 3.0137 -0.07 -2.08 7.85
N 0.7556 -6.2531 4.2331 -0.28 2.40 -9.90
H 0.5507 -4.4763 1.4396 0.04 -0.17 0.09
H 1.7277 -5.7681 1.0990 -0.13 0.02 0.18
H -0.0178 -6.1081 1.0108 0.08 0.05 0.21
C -8.9047 6.5674 -0.4344 0.60 -0.27 1.04
C -8.1517 6.2091 0.8365 4.00 -1.94 6.92
N -7.5271 5.9118 1.8908 -5.21 2.42 -8.38
H -9.9812 6.5671 -0.2426 0.21 -0.03 0.10
H -8.6044 7.5611 -0.7780 0.03 -0.17 0.12
H -8.6824 5.8375 -1.2177 0.07 0.07 0.23
C 0.2712 2.3949 -4.9042 -0.29 0.00 -1.34
C 0.0059 2.4884 -6.3980 -1.42 0.56 -8.19
N -0.2141 2.5661 -7.6372 1.77 -0.60 9.89
H -0.2574 3.1962 -4.3808 0.04 -0.10 -0.18
H -0.0768 1.4307 -4.5235 0.10 0.22 -0.21
H 1.3430 2.4888 -4.7094 -0.18 -0.06 -0.13
C -6.9840 6.8532 -4.4236 0.72 -0.58 0.99
C -6.2309 6.4950 -3.1527 4.13 -1.94 6.88
N -5.6064 6.1977 -2.0984 -5.06 2.39 -8.44
H -8.0605 6.8530 -4.2318 0.39 -0.04 0.09
H -6.6837 7.8470 -4.7672 0.00 -0.20 0.23
H -6.7617 6.1234 -5.2069 0.11 0.00 0.22
C 2.3294 1.9759 -9.8795 0.10 -0.50 -1.13
C 2.4669 1.3673 -11.2656 0.78 -3.31 -7.51
N 2.5810 0.8623 -12.4154 -0.90 3.95 9.16
H 3.2846 1.9179 -9.3505 -0.12 -0.09 -0.18
H 2.0304 3.0246 -9.9609 0.00 -0.22 -0.10
H 1.5720 1.4330 -9.3075 0.12 0.08 -0.16
C -9.1490 9.5423 -6.5874 -0.01 -0.32 1.21
C -9.1480 9.1555 -5.1174 -0.18 -1.94 8.08
N -9.1472 8.8348 -3.8979 -0.17 2.75 -9.80
H -9.3521 10.6117 -6.6914 0.03 -0.18 0.15
H -8.1751 9.3198 -7.0321 -0.12 0.00 0.17
H -9.9206 8.9798 -7.1202 0.10 0.04 0.20
C 2.8960 -2.7710 -10.0029 -0.08 0.74 0.97
C 2.8146 -1.8581 -8.7902 -0.45 5.00 6.61
N 2.7470 -1.1009 -7.7842 0.55 -6.02 -8.06
H 2.1133 -3.5326 -9.9495 0.10 0.19 0.10
H 2.7635 -2.1875 -10.9182 0.01 0.04 0.21
H 3.8714 -3.2643 -10.0333 -0.14 0.15 0.11
C 6.6894 -10.8381 3.7255 -1.22 0.06 0.09
C 5.1792 -10.7358 3.8658 -8.22 0.53 0.77
N 3.9265 -10.6510 3.9821 10.02 -0.65 -0.96
H 7.0962 -9.8866 3.3721 -0.16 -0.08 0.13
H 7.1381 -11.0799 4.6929 -0.19 0.09 -0.12
H 6.9448 -11.6229 3.0083 -0.18 0.10 0.11
C 9.4348 -5.4774 3.8890 -0.74 -0.88 0.44
C 8.5370 -6.5706 4.4454 -4.93 -5.97 3.01
N 7.7924 -7.4775 4.9071 5.94 7.21 -3.75
H 10.4414 -5.8706 3.7221 -0.21 -0.05 0.08
H 9.0331 -5.1125 2.9397 -0.08 -0.15 0.18
H 9.4903 -4.6449 4.5957 -0.09 -0.21 -0.05
C -4.5448 -2.0898 -1.6564 -0.75 0.06 -1.01
C -5.4851 -1.9869 -2.8463 -5.15 0.55 -6.50
N -6.2652 -1.9016 -3.8333 6.24 -0.67 7.88
H -4.1380 -3.1026 -1.5892 -0.13 0.14 -0.10
H -3.7197 -1.3815 -1.7710 -0.23 -0.13 -0.03
H -5.0849 -1.8611 -0.7336 0.03 0.02 -0.21
C 5.0497 5.5052 3.2554 -1.24 0.08 0.12
C 3.5396 5.6074 3.3957 -8.24 0.71 0.77
N 2.2869 5.6923 3.5120 10.13 -0.49 -0.94
H 5.4566 6.4566 2.9020 -0.19 -0.12 0.06
H 5.4984 5.2633 4.2228 -0.19 0.04 -0.12
H 5.3052 4.7203 2.5382 -0.16 0.11 0.10
```
Positions in Å, forces in eV/Å.

As for the HOMO-LUMO gap: 8.57 eV. The LUMO energy is -0.64 eV. Its spin multiplicity is 1.

A molecular structure, C9H8NO in a non-equilibrium geometry, computed with ωB97M-V/def2-TZVPD.

```
19
Properties=species:S:1:pos:R:3:forces:R:3
C -2.9620 0.4718 0.3543 2.83 -1.74 1.88
C -2.1016 -0.2246 1.0046 -1.41 0.77 -0.48
C -2.8502 1.3165 -0.6989 0.23 1.07 0.25
C -1.4891 1.3646 -1.0395 1.21 -1.04 0.05
C -0.7871 -0.1308 0.6760 -0.93 -2.32 1.83
C -0.4551 0.6285 -0.4021 0.76 0.39 -1.04
C 0.9717 0.5694 -0.9904 -0.37 0.26 0.94
C 1.6229 -0.8230 -0.6550 -1.00 3.23 -1.08
C 1.8248 -0.7751 0.8839 -1.42 -0.66 -2.05
N 0.5528 -1.2092 1.5531 -0.41 4.30 -4.50
O 1.4723 1.5298 -1.5078 -0.13 -0.86 -0.04
H -3.5711 2.0505 -1.0420 -0.06 -0.52 -0.46
H -1.0791 1.8023 -1.9148 -0.36 1.17 -0.74
H 0.8184 -1.4281 -0.9995 -0.39 -1.44 0.21
H 2.3997 -0.8809 -1.4176 0.81 -0.45 0.99
H 2.6283 -1.3788 1.0985 1.62 -1.74 1.04
H 2.0879 0.1930 1.1958 0.04 1.36 0.50
H 0.5136 -0.9200 2.4653 -0.20 0.67 2.97
H 0.4031 -2.1559 1.4360 -0.80 -2.45 -0.29
```
Positions in Å, forces in eV/Å.

The energy relative to the best compared isomer or geometry (same formula, charge and spin) is 68.8 kcal/mol. As for the HOMO-LUMO gap (spin up / spin down): 8.79 / 8.79 eV. Its total charge is +1. The LUMO energy (spin up / spin down) is -5.07 / -5.06 eV. Its spin multiplicity is 1.